No. 1
Below is a cluster of 2 separate species, C3H10N2O2 in total at a distorted geometry, with properties calculated with wB97M-V/def2-TZVPD.

Each line ends with the Mulliken spin population.
Positions of all 17 atoms, in Å:
C 1.4878 -1.0293 -0.9442  0.055
C 0.2677 -0.6926 -1.7596  0.028
C 0.1924 0.8435 -1.6804  -0.011
N -1.0309 1.3226 -1.2974  0.004
O 1.1677 1.5196 -1.8532  0.047
N 1.7520 -2.4303 -0.7276  0.768
H 1.4009 -0.5134 0.0277  0.069
H 2.3971 -0.5886 -1.3936  0.059
H -0.6958 -1.1533 -1.4984  -0.003
H 0.2487 -1.1098 -2.7752  0.006
H -1.0916 2.3279 -1.2374  0.001
H -1.7836 0.6680 -1.3415  0.000
H 2.3245 -2.5161 0.1265  -0.016
H 1.0493 -3.1685 -0.6032  -0.007
H -2.8729 1.2708 7.0913  0.000
H -3.7398 0.9040 5.8513  0.000
O -2.9995 0.6011 6.4262  0.000

For the orbital gap (spin up / spin down), the calculation gives 9.625 / 4.192 eV. The calculation puts the max |F| at 3.18 eV Å⁻¹. For the HOMO energy (spin up / spin down), the calculation gives -13.27 / -13.27 eV. The total charge is +1. The spin multiplicity is 2. Its expectation value of S² is 0.755.

---

No. 2
Below is the molecule C21H17ClN4 at a distorted geometry, with properties calculated with wB97M-V/def2-TZVPD.

Each line ends with the Löwdin charge.
Positions of all 43 atoms, in Å:
Cl 6.8728 -2.6406 0.6488  0.629
N 2.1004 -0.3348 3.1849  0.157
N -0.3919 0.8267 0.9084  0.190
C 1.3576 -0.1393 2.1093  -0.281
C 0.0369 0.3839 2.0592  -0.218
C -1.6394 1.1536 0.7630  -0.305
C -0.7961 0.3643 3.2081  0.006
C -2.5508 1.2500 1.8303  0.004
C -2.1196 0.8031 3.0704  -0.049
C -3.3100 -1.6628 -3.6211  -0.065
C -2.0051 -1.5285 -4.1746  -0.090
C 5.5828 -1.7201 2.7948  -0.138
C 4.5143 -1.1985 3.5581  0.041
C 4.4584 -1.3332 0.6987  -0.055
C -3.7486 -0.6865 -2.6697  -0.035
C -1.2096 -0.5071 -3.7360  -0.101
C 5.5333 -1.8157 1.4505  -0.653
C 3.3266 -0.8476 2.7895  -0.188
C 3.3918 -0.9060 1.3708  -0.195
C -2.8604 0.2891 -2.1684  -0.123
C -1.5819 0.4261 -2.8358  -0.163
N 2.0892 -0.4945 1.0349  0.150
N -2.1060 1.7705 -0.3885  -0.103
C -3.3188 1.2498 -1.0868  -0.074
C -0.5238 1.4303 -2.3501  -0.089
C -1.0743 2.4194 -1.2019  -0.127
H -0.4509 0.0208 4.1559  0.098
H -3.4971 1.6373 1.7067  0.087
H -2.8347 0.8095 3.9294  0.122
H -3.9332 -2.4826 -3.9231  0.087
H -1.7574 -2.2821 -4.9440  0.109
H 6.4501 -2.0150 3.3558  0.099
H 4.4224 -0.8640 4.5178  0.075
H 4.3632 -1.3604 -0.3897  0.124
H -4.7950 -0.7693 -2.3666  0.107
H -0.1643 -0.5304 -4.1378  0.133
H 1.7226 -0.5781 0.0649  0.170
H -3.7800 2.1012 -1.4595  0.102
H -3.9877 0.6814 -0.4302  0.128
H 0.3487 0.9020 -1.8741  0.108
H -0.1599 2.0151 -3.1589  0.091
H -0.2951 2.9944 -0.6281  0.137
H -1.6796 3.1687 -1.6653  0.097

For the orbital gap, the calculation gives 7.825 eV. The calculation puts the max |F| at 5.49 eV Å⁻¹. For the HOMO energy, the calculation gives -7.83 eV. The total charge is 0.

---

No. 3
Below is a structure of composition C5H8O at a distorted geometry, with properties calculated with wB97M-V/def2-TZVPD.

Each line ends with the Löwdin charge.
Positions of all 14 atoms, in Å:
C -0.5107 -1.4211 0.7279  -0.030
C 0.4210 -0.0076 0.2724  -0.505
C -0.0296 1.2566 0.7111  -0.101
C 0.5658 1.7733 -1.4594  -0.042
O 1.3587 2.5391 -1.7913  0.060
C -0.0230 -0.4996 -1.0044  -0.047
H -1.5642 -1.1493 0.7899  0.081
H -0.3875 -2.3962 0.2491  0.067
H -0.1074 -1.5097 1.7386  0.082
H 1.4492 -0.2687 0.5258  0.139
H 0.3937 1.6841 1.6170  0.052
H -1.0648 1.5295 0.5121  0.058
H 0.5255 -1.2611 -1.5491  0.096
H -1.0267 -0.2692 -1.3396  0.090

For the orbital gap (spin up / spin down), the calculation gives 7.567 / 7.566 eV. The calculation puts the max |F| at 1.27 eV Å⁻¹. For the HOMO energy (spin up / spin down), the calculation gives -7.10 / -7.10 eV. The total charge is 0.

---

No. 4
Below is a structure of composition H22O11Xe at a distorted geometry, with properties calculated with wB97M-V/def2-TZVPD.

Each line ends with the Löwdin charge.
Positions of all 34 atoms, in Å:
Xe 0.1280 0.8037 0.4110  0.549
O 2.6232 -0.7216 -1.4001  -0.107
H 2.5470 -0.6791 -0.4469  -0.067
H 2.5118 0.1838 -1.6903  -0.043
O 1.2219 -2.1846 2.9488  -0.045
H 1.5478 -3.0659 3.1313  0.056
H 1.8348 -1.8307 2.3044  -0.014
O -1.2188 4.3287 0.1442  -0.089
H -1.2729 3.7424 -0.6106  -0.044
H -0.3781 4.7746 0.0419  0.016
O -0.1328 -1.0667 -2.5859  -0.081
H -0.0080 -1.8469 -3.1263  0.051
H 0.7452 -0.6976 -2.4908  -0.009
O 3.1557 -1.0236 1.2724  -0.061
H 3.6804 -0.2257 1.3375  0.076
H 3.7748 -1.6952 0.9860  0.078
O 2.5909 1.9272 -2.2243  -0.056
H 3.4010 2.1365 -1.7593  0.055
H 2.1812 2.7768 -2.3870  0.058
O -3.5875 0.4227 -0.4549  -0.058
H -3.5138 -0.5314 -0.4762  0.051
H -3.5537 0.6454 0.4754  0.001
O -1.4501 -1.9203 2.1461  -0.092
H -0.5653 -1.9758 2.5072  -0.020
H -1.3625 -2.2358 1.2467  -0.012
O -2.8552 0.6017 2.2421  -0.092
H -2.1940 -0.0896 2.2753  -0.038
H -2.8143 1.0145 3.1048  0.052
O -0.4628 -2.8319 -0.3553  -0.061
H 0.3827 -3.2757 -0.4227  0.050
H -0.3163 -1.9745 -0.7548  -0.040
O -2.2817 2.5465 -1.7110  -0.077
H -1.8172 2.1940 -2.4700  0.042
H -2.5415 1.7742 -1.2087  -0.028

For the orbital gap, the calculation gives 10.040 eV. The calculation puts the max |F| at 1.16 eV Å⁻¹. For the HOMO energy, the calculation gives -10.47 eV. The total charge is 0.

---

No. 5
Below is a cluster of 2 separate species, C4H7NO in total at a distorted geometry, with properties calculated with wB97M-V/def2-TZVPD.

Each line ends with the Löwdin charge.
Positions of all 13 atoms, in Å:
C -2.2186 0.3252 0.3583  -0.094
C 1.3964 1.3970 -0.8659  -0.135
C 0.7080 0.2761 -0.2098  -0.303
C 0.8773 -1.1913 -0.0172  -0.072
N -2.4366 -0.7698 0.7640  0.015
O 1.2720 1.2753 0.5354  -0.021
H -2.5721 1.3214 0.6629  0.043
H 2.3542 1.1776 -1.4385  0.126
H 0.7559 2.1684 -1.3243  0.104
H 0.1802 -1.6537 0.7199  0.064
H 1.8646 -1.3417 0.4291  0.071
H 0.8687 -1.6943 -1.0601  0.110
H -3.0501 -1.2901 1.4460  0.092

For the orbital gap (spin up / spin down), the calculation gives 8.015 / 8.237 eV. The calculation puts the max |F| at 3.62 eV Å⁻¹. For the HOMO energy (spin up / spin down), the calculation gives -7.26 / -7.26 eV. The total charge is 0.

---

No. 6
Below is a cluster of 2 separate species, CH5NO2S in total at a distorted geometry, with properties calculated with wB97M-V/def2-TZVPD.

Each line ends with the Löwdin charge.
Positions of all 10 atoms, in Å:
C -2.1030 0.3818 0.1282  -0.130
N -1.8031 -0.3522 -0.8404  0.015
O 2.5279 1.2231 -0.1154  -0.544
O 1.2572 -0.7921 0.4987  -0.356
S 2.6908 -0.2050 -0.0984  0.839
H 0.7301 -1.1202 -0.1923  -0.015
H -2.7988 1.2045 0.0372  0.061
H -1.3964 0.3938 0.9671  0.061
H -2.4357 -0.3316 -1.6303  0.038
H 3.3311 -0.4021 1.2457  0.031

For the orbital gap, the calculation gives 10.538 eV. The calculation puts the max |F| at 2.96 eV Å⁻¹. For the HOMO energy, the calculation gives -9.78 eV. The total charge is 0.

---

No. 7
Below is the molecule C3H5NO3 at a distorted geometry, with properties calculated with wB97M-V/def2-TZVPD.

Each line ends with the Löwdin charge.
Positions of all 12 atoms, in Å:
O 1.9189 0.1673 1.6899  0.066
C 0.8410 0.7011 1.7295  -0.229
C -0.2012 0.4212 0.6913  -0.148
N 0.4306 0.1030 -0.5843  0.084
C -0.1626 -0.7122 -1.5073  -0.600
O -1.4841 -0.9422 -1.2282  0.081
O 0.3970 -1.1703 -2.4659  0.104
H 0.5843 1.3651 2.5727  0.125
H -0.7684 -0.4410 1.0464  0.131
H -0.9541 1.1967 0.5398  0.125
H 1.4318 -0.0184 -0.5109  0.136
H -2.0332 -0.6703 -1.9730  0.124

For the orbital gap, the calculation gives 10.718 eV. The calculation puts the max |F| at 1.03 eV Å⁻¹. For the HOMO energy, the calculation gives -10.21 eV. The total charge is 0.

---

No. 8
Below is a structure of composition C9H20F3Na3O7S at a distorted geometry, with properties calculated with wB97M-V/def2-TZVPD.

Each line ends with the Löwdin charge.
Positions of all 43 atoms, in Å:
Na -3.3131 -15.9170 -13.0619  0.868
Na -0.5375 -19.4317 -9.9608  0.875
Na 2.3474 -15.3544 -14.8255  0.886
C 0.7486 -14.9005 -10.4392  -0.593
F 1.9610 -15.2783 -9.9448  0.124
F -0.1102 -14.9105 -9.3958  0.134
F 0.8268 -13.6895 -10.9601  0.165
S 0.1112 -16.2139 -11.6896  0.651
O -1.3504 -15.8989 -11.8985  -0.402
O 0.8896 -16.0975 -12.9526  -0.364
O 0.3423 -17.4649 -10.9261  -0.368
C 3.8227 -16.8562 -5.3875  -0.122
O 4.3880 -15.9586 -6.2655  -0.165
C 3.4448 -15.3249 -7.1532  -0.198
C 2.6561 -14.2614 -6.4556  -0.228
O 3.5482 -13.5297 -5.6262  -0.155
C 2.9412 -12.4787 -4.9817  -0.119
H 4.5753 -17.1372 -4.6508  0.103
H 3.4461 -17.7002 -5.9653  0.083
H 2.9918 -16.3721 -4.8744  0.084
H 2.7868 -15.9760 -7.7288  0.104
H 4.0226 -14.8021 -7.9154  0.120
H 1.8417 -14.7695 -5.9392  0.118
H 2.1520 -13.6301 -7.1872  0.109
H 2.5084 -12.8547 -4.0546  0.096
H 2.2619 -11.9641 -5.6612  0.075
H 3.7277 -11.7709 -4.7200  0.098
C -1.0756 -9.8009 -9.9934  -0.146
O 0.1609 -9.6970 -10.6193  -0.192
C 1.3726 -9.7578 -9.7738  -0.120
C 1.4863 -11.0610 -8.8746  -0.205
O 2.4585 -10.9532 -7.8467  -0.215
C 3.7831 -11.0453 -8.4594  -0.066
H -1.9399 -9.6170 -10.6316  0.086
H -1.1559 -9.1003 -9.1622  0.096
H -1.2543 -10.8082 -9.6171  0.070
H 1.5066 -8.8910 -9.1267  0.128
H 2.2024 -9.6385 -10.4704  0.110
H 1.6793 -11.9869 -9.4163  0.095
H 0.6731 -11.1431 -8.1534  0.126
H 3.9327 -10.2872 -9.2282  0.077
H 3.9506 -11.9267 -9.0783  0.077
H 4.4867 -11.0503 -7.6269  0.100

For the orbital gap, the calculation gives 5.881 eV. The calculation puts the max |F| at 3.06 eV Å⁻¹. For the HOMO energy, the calculation gives -12.62 eV. The total charge is +2.